82
Properties=species:S:1:pos:R:3:lowdin_charge:R:1 method="wB97M-V/def2-TZVPD" charge=+1 relative_energy_kj_mol=4.6 lumo_energy_ev=-3.69
Zr 0.4017 0.8347 -0.4538 1.573
C 4.7554 0.7591 -1.6891 -0.058
C 5.3883 0.8759 -0.4592 -0.051
C 4.6379 1.0168 0.6989 -0.022
C 3.2499 1.0307 0.6231 -0.199
C 2.5869 0.8487 -0.6054 -0.229
C 3.3687 0.7458 -1.7573 -0.119
C 2.4185 1.2068 1.8373 -0.202
C 2.9407 1.6935 3.0536 0.022
C 2.1255 1.8038 4.1371 0.038
C 0.7744 1.3950 4.0609 -0.141
C -0.0998 1.4397 5.1716 -0.008
C -1.3888 1.0095 5.0520 -0.047
C -1.8475 0.5048 3.8156 -0.038
C -1.0224 0.4582 2.7272 -0.039
C 0.3056 0.9231 2.8242 -0.208
N 1.1302 0.8904 1.7192 0.016
H 5.3445 0.6779 -2.5936 0.113
H 6.4691 0.8663 -0.4010 0.113
H 5.1461 1.1097 1.6498 0.109
H 2.8944 0.6576 -2.7284 0.088
H 3.9734 2.0026 3.1059 0.115
H 2.5069 2.1983 5.0721 0.133
H 0.2737 1.8168 6.1165 0.124
H -2.0582 1.0442 5.9010 0.116
H -2.8662 0.1493 3.7303 0.117
H -1.3868 0.0384 1.7959 0.085
F 1.7823 3.5405 -2.2676 0.080
C 0.8861 3.9594 -1.3627 -0.240
C 0.1766 3.0671 -0.5717 -0.146
C -0.7121 3.6498 0.3037 -0.242
F -1.4478 2.8263 1.1102 0.043
C -0.9157 5.0033 0.4519 -0.148
F -1.7856 5.5031 1.3282 0.132
C -0.1794 5.8489 -0.3581 -0.126
F -0.3387 7.1628 -0.2627 0.148
C 0.7245 5.3286 -1.2701 -0.142
F 1.4233 6.1595 -2.0406 0.134
C 1.6574 -2.5808 1.8632 -0.068
N 1.5277 -3.0369 0.4782 -0.284
C 2.3561 -4.2052 0.1784 -0.091
P 0.2248 -2.6083 -0.4031 0.565
O -0.0847 -1.1369 -0.0589 -0.472
N -1.1299 -3.4363 -0.0722 -0.303
C -1.0812 -4.8885 0.0644 -0.074
C -2.4263 -2.8195 0.2002 -0.064
N 0.6367 -2.9225 -1.9371 -0.290
C 1.9280 -2.5120 -2.4926 -0.096
C -0.3414 -3.2830 -2.9662 -0.068
H 1.4483 -3.3987 2.5575 0.094
H 0.9718 -1.7643 2.0703 0.058
H 2.6763 -2.2298 2.0382 0.094
H 2.1345 -5.0227 0.8695 0.090
H 3.4099 -3.9408 0.2872 0.096
H 2.1943 -4.5507 -0.8386 0.073
H -0.1423 -5.2853 -0.3180 0.074
H -1.8896 -5.3400 -0.5129 0.092
H -1.1878 -5.1919 1.1081 0.095
H -2.4585 -1.7977 -0.1655 0.057
H -2.6525 -2.8249 1.2697 0.094
H -3.2043 -3.3840 -0.3176 0.094
H 2.5827 -2.1194 -1.7177 0.074
H 1.7726 -1.7372 -3.2456 0.065
H 2.4184 -3.3650 -2.9674 0.096
H -1.3046 -3.5183 -2.5236 0.079
H 0.0142 -4.1563 -3.5162 0.095
H -0.4679 -2.4505 -3.6607 0.071
O -6.9928 1.5634 -2.4493 0.135
C -6.1014 1.1587 -1.5245 -0.475
O -6.4647 0.9218 -0.4085 0.129
C -4.6543 1.0766 -1.9246 -0.121
C -3.7401 0.8739 -0.9011 0.006
C -2.4010 0.7475 -1.2056 -0.172
C -1.9090 0.7984 -2.5111 -0.624
S -0.1912 0.5391 -2.9019 0.607
C -2.8342 1.0315 -3.5256 -0.085
C -4.1827 1.1639 -3.2316 -0.004
H -6.5626 1.7972 -3.2796 0.094
H -4.1020 0.8204 0.1177 0.132
H -1.7339 0.5580 -0.3735 0.007
H -2.4903 1.0914 -4.5499 0.111
H -4.8579 1.3187 -4.0663 0.118

50
Properties=species:S:1:pos:R:3:lowdin_charge:R:1 method="wB97M-V/def2-TZVPD" charge=-1 lumo_energy_ev=0.58
C -2.6524 3.8479 3.5603 -0.127
C -2.5544 5.0231 2.4765 -0.723
Br -0.9370 6.1134 2.7463 0.719
C -2.7433 4.4501 0.9999 -0.666
Br -4.4218 5.2478 0.2605 0.747
N -1.5863 4.6239 0.1079 -0.152
C -0.6868 3.6066 0.0557 -0.281
N 0.4576 3.4846 -0.7177 0.185
C 1.1323 2.2758 -0.5327 -0.004
C 2.4382 1.7066 -1.1839 -0.636
O 3.5362 2.1666 -0.8139 -0.017
O 2.4227 0.8085 -2.1158 -0.049
N 0.3422 1.6208 0.4065 -0.059
C 0.4261 0.2950 1.0340 0.000
C -0.9042 -0.5254 0.3826 -0.189
C -0.5050 -1.6002 -0.8137 -0.012
O -1.2388 -0.1805 -0.9966 -0.159
N -0.6903 2.3929 0.7516 0.143
P -1.3702 6.0446 -0.9004 0.499
O -1.9615 7.2822 -0.3290 -0.314
O -2.0072 5.6461 -2.3872 -0.126
O 0.2345 6.3728 -1.2008 -0.128
H -2.4888 2.8270 3.1108 0.058
H -1.8962 4.0067 4.3830 0.069
H -3.6596 3.8193 4.0641 0.089
H -3.4326 5.6944 2.6980 0.061
H -2.9950 3.3531 1.1136 0.093
H 1.3040 -0.3157 0.7106 0.151
H 0.2420 0.3000 2.1410 0.126
H -1.7543 -0.8342 1.1143 0.152
H -1.0562 -1.8483 -1.7582 0.148
H -1.1365 -2.3784 -0.2117 0.081
H -1.3788 2.0672 1.4311 0.147
H -2.1534 4.6759 -2.3981 0.086
H 0.5177 6.8788 -0.4082 0.086
C 1.4299 -6.2727 -3.6088 -0.661
F 0.3771 -6.1692 -4.4390 0.116
F 2.1820 -7.2959 -4.0634 0.109
F 2.1680 -5.1589 -3.7794 0.115
S 0.9159 -6.5057 -1.8716 0.566
O 0.1592 -7.7355 -1.8919 -0.294
O 0.1425 -5.3251 -1.5687 -0.306
N 2.3547 -6.5851 -1.2043 -0.289
S 2.2511 -6.7982 0.3669 0.567
O 1.7773 -8.0900 0.7996 -0.294
O 1.7455 -5.6777 1.1244 -0.302
C 4.0387 -6.8272 0.7565 -0.660
F 4.6625 -5.6862 0.4039 0.112
F 4.6876 -7.8243 0.1224 0.109
F 4.2651 -6.9977 2.0728 0.114

63
Properties=species:S:1:pos:R:3:lowdin_charge:R:1 method="wB97M-V/def2-TZVPD" charge=+1 lumo_energy_ev=-5.12
C 3.6046 3.4118 2.7340 -0.107
C 2.6612 2.3756 2.0067 -0.260
C 2.0575 1.2657 3.0106 -0.603
Cl 3.4387 0.2016 3.5239 0.653
C 0.9519 0.5050 2.2068 -0.046
C 1.0743 -0.9502 1.7842 0.103
N -0.0021 -1.4633 1.0589 -0.147
C 0.1362 -2.9261 0.6834 0.030
N -1.1148 -0.9301 0.6387 0.187
C -1.3466 0.3660 0.9671 -0.148
N -2.5666 1.0721 0.5594 0.207
C -2.1874 1.8350 -0.3844 -0.264
O -1.9182 2.5534 -1.2427 0.259
C -0.3326 1.1189 1.7731 -0.076
O -0.6303 2.4587 2.1109 -0.044
N -0.7181 2.5223 3.5223 0.019
O -1.5005 3.3288 3.8229 0.163
H 4.6016 2.9626 2.9925 0.076
H 3.8185 4.2440 1.9890 0.090
H 3.0932 3.9170 3.6092 0.091
H 3.1868 1.7840 1.1889 0.123
H 1.7754 2.8696 1.4953 0.109
H 1.6297 1.7484 3.9431 0.115
H 1.9777 -1.5653 2.0680 0.119
H 1.0916 -3.3502 1.0875 0.077
H -0.7128 -3.4629 1.2095 0.122
H -0.0020 -3.0965 -0.4246 0.123
C -5.3367 4.5599 -1.3686 -0.050
C -5.8558 3.2287 -0.7888 -0.434
C -5.7854 2.0165 -1.7205 -0.306
F -6.4978 2.1822 -2.8475 0.104
F -6.2918 0.9214 -1.1003 0.097
F -7.1082 3.4123 -0.3208 0.140
F -5.0832 2.9464 0.3083 0.087
O -6.3041 5.4631 -1.9035 0.043
C -6.7313 5.2484 -3.2239 -0.510
C -8.2069 4.8453 -3.3121 -0.275
F -8.4682 3.7420 -2.5794 0.095
F -8.5448 4.5585 -4.5910 0.104
F -5.9087 4.3670 -3.8268 0.134
F -6.5566 6.4221 -3.8684 0.151
H -4.9089 5.1061 -0.5244 0.150
H -4.4994 4.4127 -2.0552 0.141
H -4.7485 1.7934 -1.9957 0.161
H -8.8516 5.6507 -2.9525 0.178
C 6.0312 -4.2555 -1.2889 -0.034
C 6.5533 -5.7056 -1.2914 -0.439
C 5.5890 -6.7693 -1.8203 -0.299
F 4.4426 -6.8332 -1.1111 0.088
F 6.1595 -7.9941 -1.7434 0.105
F 6.9890 -6.0167 -0.0489 0.132
F 7.6572 -5.7244 -2.0905 0.115
O 5.4941 -3.7545 -0.0572 0.043
C 4.1642 -4.0580 0.2403 -0.511
C 4.0184 -4.9751 1.4586 -0.276
F 4.7015 -6.1212 1.3046 0.116
F 2.7137 -5.3120 1.6448 0.085
F 3.5583 -4.5417 -0.8595 0.136
F 3.5569 -2.8677 0.5074 0.107
H 6.9034 -3.6235 -1.4692 0.152
H 5.3659 -4.0543 -2.1311 0.145
H 5.3382 -6.5838 -2.8698 0.176
H 4.3845 -4.4820 2.3626 0.178

19
Properties=species:S:1:pos:R:3:lowdin_charge:R:1 method="wB97M-V/def2-TZVPD" smiles="[H]/N=C/C(=C)/C(C)=C/C" charge=0 relative_energy_kj_mol=349.8 lumo_energy_ev=0.99
H -4.0603 -0.3087 -0.8956 0.074
N -3.2540 0.1296 -0.4602 0.006
C -2.1427 -0.4821 -0.4571 -0.084
C -0.9292 0.5906 0.1749 -0.263
C -1.4810 1.7257 0.4869 0.021
C 0.3982 -0.0142 0.1837 -0.319
C 0.5708 -1.2224 1.0620 -0.051
C 1.3883 0.5508 -0.5119 -0.117
C 2.7842 0.0263 -0.6279 -0.101
H -1.9818 -1.5014 -0.8236 0.107
H -1.0135 2.5759 0.9534 0.052
H -2.7388 1.4833 0.1629 0.118
H 1.2403 -1.9625 0.6246 0.076
H 0.9902 -0.9197 2.0231 0.090
H -0.3808 -1.7172 1.2540 0.070
H 1.1420 1.3867 -1.1551 0.107
H 3.1332 -0.4564 0.2845 0.068
H 2.8503 -0.7155 -1.4272 0.079
H 3.4847 0.8312 -0.8514 0.069

Calculated Kohn-Sham gap (eV), listed in the same order as above: 7.2; 6.9; 8.3; 9.5
Calculated max |F| (eV Å⁻¹), listed in the same order as above: 1.300; 6.829; 4.128; 3.620